No. 1
Formula: C78H52O16
Source: the Open Molecules 2025 dataset
Level of theory: ωB97M-V/def2-TZVPD

XYZ file:
```
146
Properties=species:S:1:pos:R:3:forces:R:3
O 5.792 -1.446 3.433 0.86 -0.15 1.20
C 5.370 -0.927 2.446 -0.48 1.19 -1.65
C 6.102 0.194 1.686 -0.70 -0.58 -0.27
C 7.276 0.735 2.146 1.38 -0.63 0.71
C 8.040 1.611 1.369 -1.58 -0.35 0.48
C 7.592 1.986 0.126 0.19 1.47 -0.50
C 6.384 1.505 -0.348 0.56 -0.58 -0.30
C 5.650 0.608 0.415 0.94 -0.42 0.00
C 4.565 -0.083 -0.274 -2.64 0.38 0.11
O 4.155 0.299 -1.363 0.54 -0.51 0.24
C 3.750 -1.094 0.510 1.28 0.35 -0.54
C 2.735 -1.773 -0.127 -0.31 0.04 0.31
C 1.986 -2.714 0.555 -0.36 -0.29 -2.07
C 2.257 -2.967 1.862 0.32 -0.28 0.96
C 3.313 -2.317 2.511 -0.11 -0.66 0.01
C 4.098 -1.409 1.832 -0.27 0.09 -0.53
H 7.732 0.339 3.068 -0.57 0.39 -0.27
H 8.877 2.062 1.815 1.23 0.34 0.28
H 8.150 2.757 -0.445 -0.34 -0.82 0.29
H 6.116 1.636 -1.391 -0.31 0.34 0.23
H 2.480 -1.629 -1.154 0.24 0.48 -0.55
H 1.284 -3.283 -0.105 0.25 0.43 1.23
H 1.708 -3.757 2.333 -0.16 -0.17 0.54
H 3.638 -2.625 3.496 -0.19 0.08 0.14
O -5.367 3.486 -0.799 -0.80 -0.17 0.86
C -4.378 3.911 -1.331 -1.14 -0.34 -2.92
C -3.134 4.113 -0.648 2.32 0.03 2.49
C -3.027 3.821 0.752 0.60 0.59 -0.16
C -1.771 3.964 1.411 -1.98 0.61 -1.34
C -0.696 4.474 0.703 2.28 -0.11 1.64
C -0.720 4.672 -0.639 -2.55 0.28 -0.74
C -1.966 4.520 -1.301 0.90 0.12 -0.44
C -1.943 4.741 -2.776 0.06 -0.79 -1.89
O -0.904 4.988 -3.385 -1.30 0.05 0.97
C -3.238 4.402 -3.566 1.39 0.32 1.33
C -3.170 4.295 -4.938 0.92 0.88 -1.42
C -4.253 3.908 -5.721 -0.67 0.22 2.58
C -5.465 3.630 -5.070 0.01 -0.54 0.41
C -5.506 3.695 -3.658 1.32 0.04 -0.48
C -4.395 4.061 -2.872 0.03 -0.06 -0.35
H -3.955 3.613 1.308 0.69 -0.22 -0.32
H -1.677 3.848 2.464 -0.15 -0.34 0.57
H 0.270 4.717 1.246 -1.25 -0.48 -0.56
H 0.089 5.068 -1.194 0.75 0.14 -0.41
H -2.236 4.618 -5.454 -0.68 -0.52 0.63
H -4.157 3.820 -6.751 0.13 -0.11 -1.68
H -6.337 3.238 -5.651 0.82 0.56 0.72
H -6.314 3.328 -3.110 -1.56 -0.32 0.54
O -2.561 1.175 2.375 -0.38 0.02 -0.21
C -2.715 -0.012 2.582 1.52 -0.60 1.12
C -3.751 -0.849 1.957 0.45 -0.05 1.04
C -4.741 -0.150 1.342 -0.04 2.62 -0.21
C -5.775 -0.791 0.725 -0.80 -0.63 -1.13
C -5.823 -2.159 0.782 0.64 -0.66 0.79
C -4.847 -2.865 1.521 -1.12 -0.02 -1.09
C -3.787 -2.258 2.116 -0.58 2.97 -0.22
C -2.798 -2.894 2.953 2.13 -1.90 -0.02
O -2.594 -4.100 2.827 -0.23 1.04 0.76
C -1.864 -2.037 3.820 -0.82 -1.37 -0.41
C -1.067 -2.638 4.796 -0.14 -0.67 -0.40
C -0.212 -1.875 5.565 -0.31 -0.93 -0.50
C -0.069 -0.554 5.232 0.45 2.03 0.99
C -0.848 0.103 4.290 0.09 0.09 -1.00
C -1.783 -0.699 3.565 0.32 2.46 0.27
H -4.661 0.976 1.381 -0.19 -1.41 -0.26
H -6.516 -0.335 0.083 -0.02 0.61 0.37
H -6.652 -2.669 0.311 0.17 -0.30 0.00
H -4.932 -3.904 1.570 -0.14 -1.65 0.21
H -1.097 -3.723 4.845 -0.17 0.12 0.34
H 0.361 -2.302 6.379 0.03 -0.06 -0.16
H 0.640 0.021 5.849 -0.32 -0.06 -0.49
H -0.671 1.205 4.050 -0.53 -1.79 0.36
O 6.376 4.200 3.057 0.11 -0.99 0.98
C 5.327 3.613 2.860 0.14 1.91 -0.89
C 4.575 4.102 1.665 -1.18 -1.38 -0.58
C 5.009 5.179 0.895 -1.42 0.68 -0.40
C 4.217 5.615 -0.198 0.88 -2.62 0.93
C 3.298 4.690 -0.753 0.18 2.10 -0.56
C 2.908 3.586 -0.060 0.18 -1.04 1.91
C 3.471 3.351 1.234 -0.24 0.16 -0.97
C 2.920 2.215 2.057 1.54 1.01 -0.06
O 2.047 1.517 1.635 -1.45 -0.89 -0.46
C 3.572 1.926 3.364 -0.60 -0.77 -0.69
C 3.080 0.904 4.174 0.32 1.75 -0.96
C 3.722 0.621 5.315 1.29 -0.97 1.65
C 4.997 1.119 5.571 0.11 0.64 1.60
C 5.444 2.162 4.812 1.37 -0.23 1.00
C 4.733 2.545 3.714 1.24 1.59 -0.98
H 5.886 5.690 1.231 0.29 0.48 0.07
H 4.409 6.516 -0.715 0.39 0.74 -0.40
H 2.904 4.993 -1.735 -0.15 -0.56 0.51
H 2.181 2.852 -0.388 0.05 0.29 -0.22
H 2.199 0.439 3.900 -1.76 -0.86 -0.45
H 3.272 0.008 6.060 -0.23 -0.82 0.23
H 5.605 0.899 6.477 -0.88 -0.28 -0.73
H 6.357 2.664 5.139 -0.20 -0.01 -0.60
O -1.155 0.487 -5.156 0.29 -1.64 1.14
C -1.132 -0.596 -4.558 -0.34 0.81 -0.69
C 0.136 -1.307 -4.194 0.34 0.35 -0.31
C 1.376 -0.664 -4.409 -1.10 -2.80 1.46
C 2.527 -1.391 -4.140 0.22 0.63 -0.78
C 2.514 -2.671 -3.642 -0.80 -1.86 -0.60
C 1.275 -3.322 -3.450 1.24 0.05 0.27
C 0.089 -2.641 -3.740 0.20 -0.88 0.40
C -1.203 -3.426 -3.629 -0.46 1.28 -0.87
O -1.256 -4.627 -3.553 0.52 -0.27 0.24
C -2.458 -2.605 -3.746 0.45 -0.56 0.38
C -3.648 -3.166 -3.302 -0.73 -0.01 0.66
C -4.821 -2.384 -3.242 -0.16 -0.64 -0.42
C -4.757 -1.083 -3.746 -1.64 -0.26 1.27
C -3.570 -0.550 -4.132 0.29 1.39 -0.93
C -2.403 -1.291 -4.162 0.19 0.75 -0.15
H 1.404 0.329 -4.700 0.03 1.69 -0.84
H 3.436 -0.971 -4.508 0.75 0.33 0.32
H 3.403 -3.340 -3.642 -0.46 1.02 0.39
H 1.363 -4.376 -3.098 -0.81 0.95 -0.41
H -3.553 -4.185 -2.911 -0.52 0.36 -0.21
H -5.829 -2.719 -2.879 1.39 -0.12 -0.26
H -5.682 -0.470 -3.669 0.86 -0.34 -0.30
H -3.548 0.498 -4.429 0.20 -0.18 -0.06
C -1.431 -6.554 1.196 1.85 -1.94 -1.09
C -2.406 -5.968 0.227 0.56 2.44 1.63
C -2.514 -6.358 -1.216 0.00 -1.07 0.50
O -3.940 -6.360 -1.415 0.45 0.33 -1.27
C -4.593 -6.192 -0.271 -1.69 -0.16 0.36
O -5.796 -6.076 -0.199 1.27 -0.07 0.05
O -3.756 -6.220 0.769 0.92 0.84 -0.45
H -0.365 -6.347 0.888 -1.07 0.02 0.22
H -1.487 -7.653 1.289 -0.18 0.20 -0.39
H -1.564 -6.217 2.191 -0.30 0.87 0.75
H -2.098 -4.851 0.233 -1.43 -1.29 0.20
H -2.125 -7.363 -1.386 -0.15 -0.10 -0.22
H -2.005 -5.648 -1.855 -0.27 0.00 -0.25
C 0.279 1.219 -1.358 0.65 -1.19 0.68
C -0.734 0.603 -0.363 -1.06 -0.02 -1.61
C -2.317 0.594 -0.812 1.47 -0.08 0.80
O -2.448 -0.751 -1.271 0.47 -1.11 1.17
C -1.427 -1.526 -0.785 -0.22 -1.10 -1.14
O -1.338 -2.724 -0.924 -0.77 0.53 0.12
O -0.442 -0.837 -0.256 -0.47 1.66 0.10
H 0.239 0.746 -2.366 -0.37 0.54 0.68
H 1.300 0.964 -0.969 -0.78 0.20 -0.25
H 0.218 2.305 -1.390 -0.29 -0.06 -0.20
H -0.628 0.944 0.643 0.10 0.71 0.48
H -2.677 1.186 -1.643 0.74 0.54 -0.32
H -2.997 0.848 0.030 0.70 -0.56 -0.41
```
Forces are in eV/Å.

Energy (Eh): -4207.46189
SMILES: O=C1c2ccccc2C(=O)c2ccccc21.O=C1c2ccccc2C(=O)c2ccccc21.O=C1c2ccccc2C(=O)c2ccccc21.O=C1c2ccccc2C(=O)c2ccccc21.O=C1c2ccccc2C(=O)c2ccccc21.C[C@H]1COC(=O)O1.C[C@H]1COC(=O)O1
M (g mol⁻¹): 1245.26
Frontier orbital gap (eV): 8.3

Mulliken population analysis, charges in e, atoms 1 to 99: -0.619, -0.190, 0.038, 0.019, -0.812, -0.491, -0.482, 0.591, 0.208, -0.664, -0.153, -0.071, -0.173, -0.943, -0.741, 0.933, 0.446, 0.479, 0.314, 0.519, 0.375, 0.235, 0.598, 0.573, -0.669, 0.455, 0.065, -0.393, -0.954, -0.026, -1.046, 1.135, 0.153, -0.690, 0.452, -0.366, -0.650, -0.614, -0.649, 0.186, 0.431, 0.422, 0.232, 0.767, 0.359, 0.522, 0.337, 0.607, -0.590, 0.339, 1.091, -0.743, -0.628, -1.208, -0.816, 0.619, 0.152, -0.644, 0.483, -0.274, -1.205, -0.044, -1.234, 0.876, 0.289, 0.441, 0.468, 0.976, 0.469, 0.417, 0.567, 0.222, -0.722, 0.920, 0.440, -0.679, -1.037, -0.610, 0.164, 0.577, -0.154, -0.375, -0.170, -0.737, -0.635, -0.770, -0.796, 0.219, 0.566, 0.461, 0.514, 0.328, 1.035, 0.493, 0.376, 0.457, -0.712, 0.342, 0.694

=====

No. 2
Formula: C25H41Cl3EuN3O3Si
Source: the Open Molecules 2025 dataset
Level of theory: ωB97M-V/def2-TZVPD

XYZ file:
```
77
Properties=species:S:1:pos:R:3:forces:R:3
C 0.997 3.510 0.195 0.30 0.00 -0.07
C -0.498 3.595 0.124 -0.72 0.26 -0.15
H 1.474 4.245 -0.462 0.04 -0.26 0.21
H 1.341 2.499 -0.088 -0.12 0.39 0.08
H 1.349 3.689 1.225 -0.12 -0.05 -0.27
C -1.189 4.540 -0.529 0.23 -0.41 0.38
C -0.614 5.665 -1.318 0.07 0.35 -0.37
H -2.281 4.504 -0.515 0.20 -0.08 0.11
H 0.475 5.633 -1.407 -0.19 0.00 0.03
H -0.883 6.645 -0.906 0.00 -0.12 0.04
H -1.031 5.646 -2.332 0.09 0.06 0.02
Eu 0.024 -0.746 0.286 -1.56 2.11 -0.01
Cl 0.217 -0.238 2.895 0.08 -0.39 -0.43
Cl 2.510 -0.399 -0.608 -0.74 -0.23 0.05
H 0.141 -6.487 1.619 0.01 0.17 -0.11
H 2.209 -5.736 3.097 0.03 0.21 -0.21
C 0.522 -5.791 0.862 0.13 -0.24 0.05
C 2.465 -5.075 2.257 -0.10 0.19 0.04
N 1.262 -4.717 1.506 -0.01 0.08 -0.01
H -0.299 -5.350 0.305 0.01 -0.13 -0.02
C 0.856 -3.462 1.371 -0.65 0.19 -0.60
O -0.143 -3.110 0.677 1.21 -0.22 0.80
H 2.919 -4.153 2.637 -0.01 -0.30 -0.04
H 1.441 -2.691 1.899 0.10 -0.31 0.07
H 1.186 -6.353 0.193 -0.14 0.18 0.07
H 3.179 -5.599 1.605 -0.23 0.22 0.14
H 0.350 2.014 -2.413 -0.03 -0.40 -0.05
H -2.116 2.685 -2.897 0.04 -0.37 -0.09
C 0.201 1.104 -3.017 0.12 0.40 0.21
C -2.117 1.801 -3.556 0.02 -0.01 -0.12
N -1.219 0.778 -3.042 -0.47 -0.89 0.14
H 0.794 0.282 -2.598 -0.25 0.31 -0.20
C -1.721 -0.351 -2.520 0.89 0.80 0.32
O -1.075 -1.158 -1.809 -0.42 0.39 -0.64
H -3.128 1.380 -3.606 0.16 0.24 -0.05
H -2.788 -0.510 -2.757 0.28 -0.04 0.18
H 0.527 1.325 -4.044 -0.08 -0.18 0.22
H -1.793 2.113 -4.558 -0.13 -0.10 0.19
O -0.967 1.315 -0.043 0.61 -2.50 -0.74
C -1.185 2.396 0.772 -0.12 0.17 0.82
C -3.691 2.266 0.224 -0.04 -0.02 0.24
C -2.679 2.585 1.127 0.68 0.28 -0.04
H -3.402 1.871 -0.756 -0.16 0.07 0.34
C -5.031 2.436 0.585 0.23 0.04 -0.04
H -0.655 2.185 1.722 -0.29 0.45 0.12
C -3.016 3.118 2.376 -0.22 0.04 -0.16
H -5.803 2.134 -0.122 0.02 0.15 0.18
C -5.369 2.981 1.828 0.18 -0.19 -0.29
C -4.354 3.335 2.717 0.15 -0.07 -0.04
H -2.212 3.377 3.072 -0.30 -0.10 -0.19
H -6.417 3.117 2.093 0.24 0.00 -0.02
H -4.608 3.772 3.684 0.08 -0.14 -0.22
Si 6.571 -0.962 -1.144 0.52 0.04 0.12
Cl 6.387 1.083 -1.557 0.35 -0.08 -0.10
C 5.848 -1.817 -2.633 -0.24 -0.07 -0.03
C 5.660 -1.110 0.460 -0.39 -0.09 0.14
C 8.375 -1.525 -0.914 -0.14 0.29 -0.12
H 4.842 -1.420 -2.826 0.22 -0.14 0.02
H 5.770 -2.900 -2.466 0.01 0.16 -0.06
H 6.473 -1.645 -3.522 -0.15 -0.03 0.26
H 8.955 -1.392 -1.843 -0.17 -0.03 0.35
H 8.406 -2.596 -0.646 -0.10 0.38 -0.10
H 8.869 -0.960 -0.106 -0.16 -0.19 -0.30
H 4.639 -0.715 0.342 0.50 -0.17 0.10
H 6.162 -0.523 1.243 -0.03 -0.21 -0.20
H 5.580 -2.155 0.782 0.07 0.08 0.07
C -5.316 -2.195 2.025 0.39 -0.04 0.07
C -4.149 -2.430 2.758 0.47 0.35 -0.43
C -2.928 -1.959 2.244 -0.52 -0.31 0.27
N -2.834 -1.349 1.063 0.53 0.27 -0.24
C -3.945 -1.112 0.365 -0.43 -0.37 0.43
C -5.212 -1.513 0.816 0.48 0.26 -0.34
H -6.281 -2.540 2.390 0.18 0.09 -0.07
H -4.140 -2.961 3.705 -0.18 0.13 -0.12
H -1.988 -2.064 2.799 -0.44 -0.04 -0.18
H -3.831 -0.582 -0.583 -0.01 -0.17 0.33
H -6.077 -1.274 0.198 0.12 -0.13 0.26
```
Forces are in eV/Å.

Energy (Eh): -3747.84368
Multiplicity: 7
M (g mol⁻¹): 718.03
⟨S²⟩: 12.0128
Frontier orbital gap (alpha / beta) (eV): 7.5 / 8.3

Okay, here come the Mulliken numbers, in e, for every atom: -1.338, 0.417, 0.364, 0.073, 0.307, 0.155, -1.463, 0.394, 0.353, 0.299, 0.287, 0.804, -0.591, -0.664, 0.327, 0.321, -0.930, -0.849, 0.197, 0.246, 0.460, -0.752, 0.255, 0.228, 0.327, 0.316, 0.141, 0.169, -0.724, -0.815, 0.314, 0.231, -0.001, -0.560, 0.299, 0.413, 0.395, 0.342, 0.106, -0.233, 0.273, -0.194, 0.317, -0.651, 0.407, -0.414, 0.434, -0.560, -0.637, 0.440, 0.379, 0.386, 0.560, -0.347, -0.852, -0.355, -0.946, 0.213, 0.312, 0.271, 0.263, 0.317, 0.260, -0.152, 0.283, 0.256, -0.235, -0.877, -0.099, 0.415, 0.073, -0.907, 0.376, 0.383, 0.387, 0.191, 0.408

=====

The records above yield largest force on an atom values of 0.0662; 0.0520 hartree/bohr, respectively.